[1]
Entry from the Open Molecules 2025 dataset: a molecular structure, C22H32IrN3O3P2S (the ωB97M-V functional and the def2-TZVPD basis).

Properties
Net charge = +2

```
64
Properties=species:S:1:pos:R:3:forces:R:3
Ir 0.635455 0.288317 -0.342158 -1.1 1.0 1.7
O -1.666245 3.192117 1.886842 -0.1 -0.1 -0.5
C -1.119445 2.501017 1.064642 -0.5 0.5 -0.4
N -0.132945 1.583117 1.290242 1.1 -0.8 -1.6
C 0.183855 1.284717 2.583242 0.4 -0.4 0.6
O -0.402145 1.638917 3.574442 0.3 -0.2 0.1
C 1.377555 0.359217 2.671042 -0.4 0.4 0.8
C 2.067355 0.193217 3.866442 0.0 -0.2 -0.4
C 3.136755 -0.690983 3.878742 0.0 0.0 0.0
C 3.461755 -1.392283 2.724842 -0.2 0.1 -0.1
C 2.705355 -1.173983 1.587142 0.6 -0.5 0.3
N 1.702155 -0.309683 1.574142 -0.4 -0.1 -2.5
C -1.500145 2.569417 -0.402558 -0.4 0.5 0.7
C -2.539145 3.397317 -0.815458 0.3 -0.3 -0.2
C -2.851045 3.427317 -2.165658 0.0 0.0 0.1
C -2.143445 2.620717 -3.046158 0.2 -0.1 0.1
C -1.135645 1.817917 -2.542558 -0.2 0.1 -0.7
N -0.826545 1.805717 -1.253258 1.4 -1.9 0.0
H 1.759655 0.743517 4.743642 -0.1 0.1 0.0
H 3.708455 -0.843483 4.780342 0.1 0.0 0.1
H 4.278955 -2.097483 2.697742 0.0 0.0 0.0
H 2.892955 -1.708283 0.665742 0.1 0.0 0.0
H -3.079545 3.976517 -0.080958 0.1 0.1 0.1
H -3.638645 4.067317 -2.529758 -0.1 0.1 0.0
H -2.361245 2.605517 -4.100958 0.0 0.0 -0.1
H -0.548945 1.166717 -3.176458 -0.1 0.0 -0.1
C 4.301555 0.580117 -1.208958 -0.5 0.1 0.5
P 2.602155 0.540817 -1.876558 -1.0 -0.9 0.4
C 2.688155 1.886317 -3.115058 -0.5 0.0 0.5
C 2.616355 -1.030083 -2.867158 -0.3 0.1 0.2
C 1.223555 -1.600283 -3.133258 -0.1 -0.1 0.4
P 0.190855 -1.793483 -1.593658 1.4 1.3 -0.7
C -1.452745 -2.104583 -2.318658 0.1 0.4 0.5
C 0.703555 -3.417983 -0.938658 -0.1 0.6 0.3
H 5.016155 0.570317 -2.032858 -0.1 0.0 -0.1
H 4.483055 -0.278383 -0.566558 0.0 0.0 0.0
H 4.443655 1.487517 -0.622558 0.1 0.0 0.0
H 3.523355 1.703617 -3.795058 0.0 -0.1 0.1
H 2.855755 2.826717 -2.588758 0.0 0.0 0.0
H 1.767655 1.973617 -3.688558 0.0 0.0 0.0
H 3.214755 -1.751983 -2.301958 0.0 0.1 0.0
H 3.135055 -0.842683 -3.812958 0.0 0.0 0.1
H 1.307555 -2.579783 -3.612758 -0.1 0.1 -0.1
H 0.658855 -0.943283 -3.801558 0.0 -0.1 0.0
H -1.338745 -2.660683 -3.248358 0.1 0.0 0.0
H -1.954645 -1.162083 -2.519558 -0.1 0.1 -0.1
H -2.053045 -2.674083 -1.616558 -0.1 -0.1 0.1
H 0.406255 -4.195583 -1.640458 0.0 0.0 -0.1
H 0.218355 -3.584583 0.019242 0.0 -0.1 0.1
H 1.782255 -3.446083 -0.801058 0.1 0.0 0.0
O -1.234645 -1.161483 0.589742 0.9 0.3 -0.4
S -2.494445 -1.628283 1.282542 -0.9 0.3 0.6
C -2.296145 -1.493883 3.115842 -0.1 0.0 -0.3
C -3.094145 -0.289483 3.594342 0.0 0.1 0.0
C -4.271345 -0.136383 2.638642 0.0 0.0 0.2
C -3.697545 -0.231083 1.239142 0.0 -0.4 0.0
H -1.233145 -1.447583 3.344542 0.1 -0.1 -0.1
H -2.709845 -2.422683 3.507642 0.1 -0.1 0.0
H -2.479145 0.609317 3.568042 0.0 0.0 0.0
H -3.435745 -0.434083 4.619442 0.1 0.0 0.0
H -4.776445 0.816617 2.792542 -0.1 0.0 -0.1
H -4.999845 -0.930383 2.803142 -0.1 0.0 0.0
H -3.132345 0.660717 0.970742 0.2 0.0 0.0
H -4.450045 -0.437183 0.482642 0.1 0.0 -0.1
```
Positions in Å, forces in eV/Å.

Which charges does Mulliken predict for the atoms? In e, they are: 2.09 -0.57 -0.03 -0.10 -0.02 -0.58 0.48 -0.84 -0.39 -1.03 -0.14 0.06 0.60 -0.78 -0.43 -1.17 -0.02 0.03 0.56 0.48 0.47 0.57 0.55 0.48 0.48 0.56 -1.32 0.86 -1.32 -1.25 -1.20 1.00 -1.39 -1.39 0.46 0.35 0.43 0.47 0.42 0.32 0.42 0.61 0.63 0.41 0.53 0.28 0.43 0.46 0.33 0.37 -0.75 0.06 -0.63 -0.29 -0.91 0.03 0.27 0.51 0.03 0.44 0.40 0.32 -0.30 0.57

=====

[2]
Entry from the Open Molecules 2025 dataset: 5 unconnected molecules or ions with the total composition C22H32NO10P (the ωB97M-V functional and the def2-TZVPD basis).

Properties
SMILES string = C#CCP(CCO)N=C=O.O=C1CCCO1.O=C1CCCO1.O=C1CCCO1.O=C1CCCO1

```
66
Properties=species:S:1:pos:R:3:forces:R:3
C 2.824157 4.826888 2.915332 -0.5 -0.4 0.4
C 2.460585 3.683431 2.808875 0.4 0.6 -0.1
C 2.024238 2.304144 2.742828 -0.2 -0.5 0.1
P 0.766056 2.084421 4.113052 0.1 0.9 0.5
C -0.819246 1.987339 3.170698 0.3 0.0 -0.1
C -1.553879 3.275026 3.514231 0.3 0.4 -0.2
O -2.830893 3.307365 2.894183 -0.2 -0.3 0.0
N 1.057486 0.496091 4.823184 -0.1 0.2 -0.1
C 1.168369 0.569500 6.039016 0.0 0.0 -0.3
O 1.276200 0.630769 7.192244 0.0 -0.2 0.0
H 2.946808 5.835078 3.230293 0.2 0.1 -0.3
H 2.877078 1.642888 2.897497 0.0 -0.1 0.0
H 1.546080 2.089998 1.788551 0.2 -0.1 -0.1
H -0.641154 1.992188 2.091636 -0.1 -0.3 0.4
H -1.386751 1.101954 3.453747 -0.1 0.0 0.0
H -0.956950 4.106512 3.120167 0.1 0.1 0.1
H -1.594922 3.428357 4.594471 -0.3 -0.1 0.1
H -3.415641 3.873055 3.404270 0.1 0.0 0.0
O -1.147439 1.881170 0.187956 0.1 -0.1 -0.5
C -2.144793 1.820758 -0.474207 0.0 0.2 0.2
C -3.581080 1.896099 -0.000719 -0.1 -0.4 -0.4
C -4.347864 1.362552 -1.209353 -0.1 0.0 0.2
C -3.437673 1.754570 -2.361495 -0.2 0.0 -0.1
O -2.104841 1.699883 -1.820375 0.0 -0.1 -0.1
H -3.819855 2.936184 0.219512 0.1 0.0 0.1
H -3.724340 1.290438 0.888296 0.1 0.2 0.2
H -5.356428 1.758958 -1.305887 0.0 0.0 0.0
H -4.418742 0.275642 -1.147018 -0.1 0.0 0.0
H -3.625027 2.770868 -2.715728 0.0 0.0 0.0
H -3.508455 1.072048 -3.205569 0.2 0.0 0.0
O -4.946825 -2.407992 -0.981919 -0.1 0.3 -0.1
C -4.562398 -2.605258 -2.098196 0.1 -0.5 0.3
C -3.473405 -3.572414 -2.518450 0.2 0.3 -0.5
C -3.150805 -3.108237 -3.937707 0.2 -0.1 0.0
C -4.479839 -2.520554 -4.384671 0.1 -0.1 -0.1
O -5.085248 -1.992448 -3.185301 0.0 0.1 0.0
H -3.879267 -4.585206 -2.501027 0.0 0.0 0.1
H -2.618673 -3.499286 -1.851827 -0.1 -0.1 0.2
H -2.787253 -3.899829 -4.591821 -0.2 0.2 0.1
H -2.393482 -2.321090 -3.901923 0.0 0.0 0.0
H -5.147790 -3.275732 -4.803072 0.0 0.0 0.0
H -4.364443 -1.715420 -5.106437 -0.1 0.1 0.1
O -2.076761 -5.549632 -5.629237 0.0 -0.2 0.0
C -1.244384 -6.029892 -4.914361 0.1 0.2 -0.1
C 0.261040 -5.933836 -5.058543 0.1 -0.5 0.2
C 0.751416 -7.037094 -4.122670 0.1 0.1 -0.1
C -0.360739 -7.083788 -3.084048 0.2 -0.1 0.1
O -1.558255 -6.725674 -3.799710 0.0 0.0 0.0
H 0.579184 -4.943326 -4.728956 0.0 0.0 -0.1
H 0.558015 -6.095524 -6.090456 -0.1 0.2 -0.1
H 1.732879 -6.853062 -3.691142 0.0 0.0 0.1
H 0.793938 -7.983804 -4.662652 0.0 0.0 0.0
H -0.210417 -6.360020 -2.280447 0.0 0.0 0.0
H -0.490865 -8.070474 -2.647298 -0.2 0.0 0.0
O 5.779171 1.537485 3.313987 -0.1 0.0 -0.2
C 6.368792 2.568726 3.181282 0.0 -0.1 0.4
C 6.581386 3.639756 4.233137 0.0 0.4 -0.3
C 7.019619 4.838716 3.395323 0.0 0.0 0.1
C 7.691089 4.163122 2.207366 0.0 0.2 0.0
O 6.983448 2.925112 2.028257 0.0 0.0 0.0
H 7.364291 3.306882 4.916154 -0.1 -0.1 0.0
H 5.661355 3.827875 4.778902 0.0 -0.2 0.1
H 7.672637 5.534610 3.918773 0.1 0.0 0.0
H 6.140691 5.389850 3.058031 0.0 0.0 0.0
H 8.742548 3.935894 2.397704 0.0 0.0 0.0
H 7.618267 4.747383 1.293267 0.0 -0.1 -0.1
```
Positions in Å, forces in eV/Å.

Which charges does Mulliken predict for the atoms? In e, they are: -0.17 -0.40 -0.41 0.06 0.28 -0.61 -0.44 -0.44 0.69 -0.41 0.43 0.27 0.29 -0.38 0.43 0.22 0.45 0.27 -0.59 0.43 -0.37 -0.14 -0.49 -0.39 0.25 0.33 0.38 -0.10 0.27 0.28 -0.59 0.46 -0.34 0.05 -0.53 -0.37 0.25 0.34 -0.09 0.23 0.31 0.31 -0.65 0.63 -0.48 -0.49 -0.40 -0.35 0.26 0.31 0.33 0.27 0.26 0.31 -0.60 0.56 -0.39 -0.40 -0.46 -0.36 0.28 0.27 0.34 0.16 0.26 0.32

=====

[3]
Entry from the Open Molecules 2025 dataset: 6 unconnected molecules or ions with the total composition C22H32O18 (the ωB97M-V functional and the def2-TZVPD basis).

Properties
SMILES string = C[C@H]1COC(=O)O1.C[C@H]1COC(=O)O1.C[C@H]1COC(=O)O1.C[C@H]1COC(=O)O1.O=C1OCCO1.O=C1OCCO1
Relative energy (zero: lowest compared OMol25 entry of this formula, charge and spin) = 47.2 kJ/mol

```
72
Properties=species:S:1:pos:R:3:forces:R:3
C 5.580531 2.370648 -3.367574 -0.2 -0.6 0.0
C 4.495012 3.331463 -2.906433 1.1 0.2 0.7
C 3.095209 3.145237 -3.468503 0.0 -0.1 -0.1
O 2.301750 2.900942 -2.307974 -0.6 0.0 -0.6
C 3.041585 2.924486 -1.193934 -0.1 0.3 0.5
O 2.584675 2.796658 -0.100113 0.1 -0.1 0.0
O 4.329593 3.154778 -1.476843 -0.2 -0.4 0.0
H 6.573105 2.715671 -3.089983 0.0 0.1 -0.1
H 5.547544 2.104115 -4.425862 0.0 0.6 -0.1
H 5.437344 1.397888 -2.886637 -0.1 0.2 0.3
H 4.820462 4.374505 -2.922799 0.0 -0.1 -0.8
H 2.979329 2.298344 -4.146189 0.2 0.0 0.1
H 2.770477 4.044082 -3.991913 -0.3 0.0 0.2
C -3.013758 -1.799535 1.443687 0.6 -0.2 0.3
C -2.564914 -2.897053 0.487242 -0.8 1.0 -0.9
C -1.705683 -4.052172 0.972263 0.5 1.0 -0.4
O -2.425954 -5.204779 0.570958 0.2 -0.5 0.5
C -3.688437 -4.866233 0.274954 -0.8 -0.6 0.2
O -4.609436 -5.629137 0.249393 0.4 0.3 -0.4
O -3.770024 -3.551351 0.036441 -0.4 0.1 0.2
H -3.726578 -1.151166 0.938505 -0.3 -0.2 0.1
H -2.225577 -1.128638 1.796838 0.4 -0.3 -0.2
H -3.419545 -2.277892 2.337053 -0.4 0.2 -0.1
H -2.163685 -2.460021 -0.436396 0.2 0.1 0.3
H -1.555601 -3.987555 2.050790 0.1 -0.5 -0.1
H -0.782466 -3.993305 0.396592 0.3 -0.4 0.5
C 0.229060 -0.387567 6.729928 0.2 -0.5 -0.8
C -0.341173 -0.849954 5.383804 0.6 0.4 1.2
C 0.656040 -1.505967 4.456458 0.8 0.8 -1.1
O 0.026909 -2.694403 3.999007 -0.4 -0.2 -0.6
C -1.139937 -2.866725 4.647098 1.0 0.1 1.6
O -1.878723 -3.788070 4.549129 -0.3 0.0 -0.6
O -1.230396 -1.925393 5.627966 -1.3 0.0 -0.3
H -0.560207 -0.078592 7.409424 -0.1 -0.1 0.0
H 0.910519 0.450667 6.582464 0.0 0.0 0.0
H 0.782259 -1.243952 7.117554 0.0 0.2 0.4
H -0.828353 0.016296 4.924756 -0.4 -0.4 -0.2
H 1.639682 -1.742401 4.866275 -0.2 -0.2 0.4
H 0.840862 -0.855746 3.597543 0.0 -0.3 -0.1
C -0.142179 1.634360 2.307937 -0.2 -0.6 -0.4
C 0.221794 3.089256 2.458192 -0.4 -0.1 0.2
C -0.534430 3.982943 1.463296 1.3 -1.0 -0.2
O -1.036409 5.053680 2.232814 0.2 0.0 -0.1
C -0.880053 4.766173 3.546917 -0.3 -0.3 0.1
O -1.307994 5.438071 4.421202 0.0 0.4 0.4
O -0.238483 3.591516 3.735781 0.1 0.1 -0.4
H 0.155775 0.995370 3.139143 0.0 0.4 0.1
H 0.284220 1.150587 1.424148 0.3 0.4 0.0
H -1.219435 1.541899 2.145920 -0.1 0.0 0.4
H 1.290824 3.284852 2.390510 0.1 -0.2 0.1
H -1.318609 3.406270 0.977247 -0.3 0.3 -0.1
H 0.242523 4.266139 0.751513 -0.6 0.6 -0.3
O 0.835513 -1.608270 0.968298 -0.3 0.1 0.0
C 0.879641 -1.394320 -0.202220 1.1 0.1 0.0
O 0.965948 -2.353039 -1.149001 -0.6 -0.6 0.3
C 0.713735 -1.789829 -2.423307 0.3 0.7 -0.4
C 0.968502 -0.304153 -2.192057 0.7 0.3 -0.4
O 1.009070 -0.179048 -0.767307 -0.9 0.2 0.1
H 1.457105 -2.145916 -3.133823 -0.3 -0.4 0.0
H -0.309343 -1.974858 -2.749122 0.1 -0.3 0.0
H 0.247838 0.351404 -2.677965 -0.2 0.0 0.4
H 1.952920 -0.015163 -2.568530 0.0 0.0 0.1
O -1.119110 1.327819 -4.582361 0.0 0.4 0.1
C -1.592281 0.407357 -5.161424 -0.1 0.1 -0.2
O -1.137047 -0.853809 -5.012197 0.2 -0.4 -0.1
C -1.962352 -1.755674 -5.740154 0.0 -0.5 -0.3
C -2.759536 -0.845656 -6.655974 -0.2 0.7 0.6
O -2.614054 0.455884 -6.039383 0.3 -0.2 0.3
H -1.369141 -2.451056 -6.334279 0.2 0.1 0.3
H -2.568413 -2.335838 -5.042294 -0.1 0.2 0.0
H -3.820719 -1.075966 -6.615044 0.1 -0.1 -0.6
H -2.307288 -0.749126 -7.641409 -0.4 -0.3 -0.2
```
Positions in Å, forces in eV/Å.

Which charges does Mulliken predict for the atoms? In e, they are: -1.35 0.38 -0.40 -0.25 0.57 -0.51 -0.36 0.34 0.36 0.35 0.33 0.30 0.25 -1.20 0.77 0.28 -0.39 0.55 -0.56 -0.44 0.38 0.13 0.37 -0.10 0.01 0.17 -1.54 0.67 -0.21 -0.30 0.65 -0.53 -0.43 0.34 0.36 0.40 0.29 0.31 0.09 -0.69 0.53 -0.29 -0.37 0.55 -0.53 -0.42 -0.35 0.15 0.47 0.37 0.32 0.18 -0.43 0.42 -0.38 -0.05 -0.06 -0.15 0.31 0.11 0.19 0.01 -0.50 0.65 -0.21 -0.35 -0.36 -0.37 0.32 0.28 0.28 0.28

=====

Energy across the listed records, respectively: -2432.28884, -2005.98582, -2211.89683 Eh.
Highest occupied orbital energy across the listed records, respectively: -14.584, -8.286, -10.414 eV.
LUMO across the listed records, respectively: -7.05, 0.55, -0.09 eV.